Entry from the OMol25 dataset: a single C11H17N3O2 molecule at a distorted geometry (ωB97M-V with the def2-TZVPD basis set).

Geometry (Å):
O -1.767 0.268 -1.751
O 0.815 0.901 -0.624
N -4.074 -0.432 -0.103
N 0.070 0.092 1.294
N 1.361 0.421 1.444
C 1.788 0.911 0.313
C 4.063 1.275 1.258
C 3.115 2.871 -0.487
C -4.900 -1.524 0.335
C -1.596 0.034 -0.550
C 3.772 0.512 -1.185
C -2.680 -0.720 0.252
C -2.635 -2.224 -0.128
C -0.252 0.353 0.060
C 3.189 1.398 -0.018
C -3.989 -2.769 0.174
H -3.908 -3.361 1.057
H -4.147 -0.282 -1.102
H 4.824 0.810 -1.369
H 3.732 1.997 2.019
H -4.313 -3.427 -0.660
H -5.192 -1.356 1.357
H -2.399 -2.302 -1.176
H 2.730 3.454 0.371
H -1.882 -2.756 0.463
H 2.480 3.004 -1.366
H 3.978 0.278 1.686
H 3.784 -0.555 -0.929
H -5.847 -1.602 -0.214
H 3.127 0.584 -2.068
H 5.120 1.460 1.083
H -2.481 -0.579 1.303
H 4.115 3.268 -0.737

Values from the calculation:
ΔE to the lowest compared entry with this formula, charge and spin ... 291.8 kJ/mol
HOMO ... -8.98 eV
Net charge ... 0
SMILES ... CC(C)(C)c1nnc(C(=O)[C@@H]2CCCN2)o1
E_LUMO ... -0.20 eV
HOMO-LUMO gap ... 8.8 eV

Entry from the OMol25 dataset: 2 unconnected molecules or ions with the total composition C11H17N3O3 at a distorted geometry (ωB97M-V with the def2-TZVPD basis set).

Geometry (Å):
O 4.159 1.068 2.414
O 4.778 -0.974 1.850
O -3.962 0.208 1.704
N 1.853 0.389 4.534
N 1.364 -0.917 4.830
N 3.881 -0.109 2.034
C 0.181 0.450 2.053
C -2.601 0.237 1.729
C -1.801 -0.930 1.746
C 1.609 0.554 2.340
C 2.520 -0.378 1.861
C -0.628 1.611 1.962
C -0.423 -0.812 1.878
C -4.606 -1.086 1.671
C 0.891 1.349 5.099
C 3.165 0.500 5.208
C -1.994 1.515 1.822
H 1.987 1.547 2.590
H -0.095 1.197 4.650
H 1.234 2.365 4.885
H 2.244 -1.304 1.350
H 0.196 -1.711 1.855
H 2.015 -1.581 4.407
H -5.669 -0.847 1.650
H 3.598 1.483 5.004
H 0.455 -1.018 4.377
H -2.639 2.392 1.793
H -2.263 -1.918 1.678
H 3.831 -0.283 4.829
H 0.813 1.199 6.186
H 3.032 0.350 6.293
H -4.361 -1.675 2.567
H -0.150 2.592 2.008
H -4.316 -1.643 0.768

Values from the calculation:
ΔE to the lowest compared entry with this formula, charge and spin ... 613.8 kJ/mol
HOMO ... -7.98 eV
Net charge ... 0
SMILES ... COc1ccc(/C=C/[N+](=O)[O-])cc1.CN(C)N
E_LUMO ... -0.33 eV
HOMO-LUMO gap ... 7.7 eV

Entry from the OMol25 dataset: 2 unconnected molecules or ions with the total composition C11H17N4 at a distorted geometry (ωB97M-V with the def2-TZVPD basis set).

Geometry (Å):
N 1.687 -2.823 1.543
N -0.424 -3.719 1.449
N 0.121 0.456 0.407
N 0.399 -2.973 -0.617
C 0.545 -3.064 0.749
C -0.501 3.774 -1.381
C -1.577 3.425 -2.108
C 1.292 1.183 0.745
C -1.591 -4.331 0.802
C 1.283 2.473 0.319
C -1.728 1.215 -1.286
C -0.002 2.745 -0.458
C -0.661 1.574 -0.314
C 2.253 3.487 0.464
C -2.218 2.209 -2.062
H 2.005 -3.675 2.008
H -0.332 -3.134 -1.061
H -2.173 0.148 -1.017
H 2.093 0.689 1.151
H -2.126 4.115 -2.777
H -0.396 -0.014 1.123
H -0.430 -4.019 2.407
H -1.281 -5.306 0.296
H -2.915 1.949 -2.719
H 1.906 4.494 0.138
H -2.003 -3.529 0.174
H 1.282 -2.537 -1.071
H -2.382 -4.646 1.580
H 3.243 3.553 -0.009
H 2.668 3.586 1.505
H 0.045 4.590 -1.695
H 1.917 -1.895 1.713

Values from the calculation:
ΔE to the lowest compared entry with this formula, charge and spin ... 443.2 kJ/mol
HOMO ... -10.56 eV
Net charge ... +1
E_LUMO ... -3.60 eV
HOMO-LUMO gap ... 7.0 eV

Entry from the OMol25 dataset: a single C11H17N5O2S molecule (ωB97M-V with the def2-TZVPD basis set).

Geometry (Å):
S -1.375 1.531 1.447
O -2.261 -1.806 2.392
O -0.603 -1.491 -4.404
N 0.301 3.448 0.595
N -0.614 -1.652 0.870
N -2.079 -0.219 -3.292
N 1.330 1.810 1.722
N 1.625 3.683 0.668
C 0.162 2.312 1.245
C -1.117 -2.798 0.137
C -1.661 -2.338 -1.216
C -0.563 -1.612 -2.002
C 0.012 -0.464 -1.165
C 3.685 2.624 1.614
C -1.320 -1.192 1.925
C -1.070 -1.115 -3.353
C 2.232 2.691 1.350
C -0.901 0.135 2.539
C 0.480 -0.999 0.192
H -0.302 -3.515 -0.003
H -2.508 -1.672 -1.038
H 2.015 4.511 0.248
H 1.268 -1.745 0.034
H 3.899 1.742 2.209
H 4.238 2.567 0.677
H 4.013 3.511 2.155
H 0.895 -0.195 0.796
H -0.745 0.305 -0.999
H -2.465 0.108 -2.425
H 0.240 -2.324 -2.220
H -2.451 0.146 -4.153
H -1.905 -3.258 0.735
H -2.016 -3.200 -1.782
H 0.853 -0.006 -1.688
H -1.460 0.258 3.466
H 0.167 0.220 2.723

Values from the calculation:
HOMO ... -8.70 eV
Net charge ... 0
SMILES ... Cc1nc(SCC(=O)N2CCC(C(N)=O)CC2)n[nH]1
E_LUMO ... 0.47 eV
HOMO-LUMO gap ... 9.2 eV